Entry 1
The following is a quantum chemistry calculation of one molecule with the formula C9H7NO2, from OMol25.

## Properties
SMILES	O/N=c1\ccc2ccccc2o1
charge	0
E_LUMO	-0.179	eV
gap between HOMO and LUMO	7.725	eV

Structure (XYZ):
```
19
C9H7NO2 | OMol25 | the ωB97M-V functional and the def2-TZVPD basis
C 1.88 -0.34 0.18
C -0.43 -0.59 -0.11
C -1.37 -1.55 -0.17
C -2.56 -1.21 -0.17
C -2.94 0.16 0.32
C -1.99 1.09 0.20
C -0.57 0.69 -0.27
C 0.49 1.69 -0.33
C 1.77 1.09 -0.07
H 4.79 -1.08 0.04
H -1.18 -2.66 0.06
H -3.16 -2.13 -0.16
H -3.85 0.54 0.18
H -1.89 2.27 0.47
H 0.39 2.82 -0.20
H 2.68 1.64 -0.05
N 3.04 -0.97 0.11
O 4.18 -0.20 0.05
O 0.72 -1.26 -0.09
```

Atomic partial charges in e from the Mulliken method, atoms 1 to 2: number 1, C, carries 0.143; number 2, C, carries 1.037

Entry 2
The following is a quantum chemistry calculation of one molecule with the formula C9H7NO2, from OMol25.

## Properties
SMILES	O=[N+]([O-])[C@H]1C=Cc2ccccc21
charge	0
E_LUMO	0.189	eV
gap between HOMO and LUMO	9.072	eV

Structure (XYZ):
```
19
C9H7NO2 | OMol25 | the ωB97M-V functional and the def2-TZVPD basis
C 0.52 -1.75 1.14
C -0.59 -1.16 1.81
C 1.07 -1.21 0.01
C -1.07 0.10 1.35
C 0.62 0.04 -0.45
C -0.47 0.63 0.20
C 0.95 0.84 -1.60
C 0.06 1.85 -1.77
C -0.91 1.82 -0.70
N -0.77 2.92 0.30
O -1.79 3.28 0.86
O 0.33 3.34 0.48
H 0.87 -2.79 1.46
H -1.23 -1.56 2.71
H 1.95 -1.64 -0.47
H -1.73 0.51 1.97
H 1.73 0.70 -2.29
H 0.09 2.63 -2.44
H -1.91 1.73 -1.00
```

Atomic partial charges in e from the Mulliken method, atoms 1 to 2: number 1, C, carries -0.370; number 2, C, carries -0.396

Which structure is the least stable? The one labeled entry 1.

Entry 1
The following is a quantum chemistry calculation of one molecule with the formula C5H11NO4, from OMol25.

## Properties
SMILES	CC(C)NC(O)(O)C(=O)O
charge	0
E_LUMO	0.641	eV
gap between HOMO and LUMO	10.392	eV

Structure (XYZ):
```
21
C5H11NO4 | OMol25 | the ωB97M-V functional and the def2-TZVPD basis
C -1.23 0.42 -0.90
C 0.53 -0.13 0.69
C 0.49 -1.33 1.64
C 1.45 0.98 1.18
N -0.84 0.35 0.47
C -0.41 -0.71 -1.58
O -2.58 0.13 -1.12
O -0.94 1.69 -1.42
O 0.77 -0.20 -2.19
O -0.66 -1.87 -1.56
H -3.05 0.12 -0.29
H -1.18 1.72 -2.35
H 1.19 -0.91 -2.70
H -1.02 1.24 0.93
H 1.03 -0.42 -0.33
H 0.09 -1.03 2.61
H -0.17 -2.09 1.24
H 1.48 -1.74 1.78
H 2.47 0.61 1.29
H 1.45 1.80 0.47
H 1.12 1.35 2.15
```

Atomic partial charges in e from the Mulliken method, atoms 1 to 2: number 1, C, carries 0.995; number 2, C, carries 0.809

Entry 2
The following is a quantum chemistry calculation of a 2-piece molecular cluster, C5H11NO4 overall, from OMol25.

## Properties
charge	0
E_LUMO (spin up / spin down)	-1.400 / -2.036	eV
gap between HOMO and LUMO (spin up / spin down)	7.888 / 7.271	eV

Structure (XYZ):
```
21
C5H11NO4 | OMol25 | the ωB97M-V functional and the def2-TZVPD basis
C -1.07 1.22 -2.06
C 0.09 1.45 -1.11
C 0.24 0.22 -0.16
C 1.23 0.49 1.23
C 0.83 -0.51 2.25
O 2.55 0.23 0.85
O 0.58 -0.87 -0.70
O -2.69 -2.41 0.00
N -2.01 -3.28 -0.51
O -2.30 -4.42 -0.88
H -1.01 1.89 -2.93
H -1.05 0.19 -2.41
H -2.02 1.40 -1.56
H 1.01 1.52 -1.69
H -0.03 2.37 -0.52
H -0.65 0.26 0.54
H 1.05 1.54 1.51
H -0.14 -0.29 2.70
H 0.79 -1.49 1.75
H 1.59 -0.58 3.03
H 3.00 1.07 0.67
```

Atomic partial charges in e from the Mulliken method, atoms 1 to 2: number 1, C, carries -1.202; number 2, C, carries -0.435

Which structure is the least stable? The one labeled entry 2.

Entry 1
The following is a quantum chemistry calculation of a 3-piece molecular cluster, C2H10N2O3 overall, from OMol25.

## Properties
SMILES	NCNC=O.O.O
charge	0
E_LUMO	0.352	eV
gap between HOMO and LUMO	9.600	eV

Structure (XYZ):
```
17
C2H10N2O3 | OMol25 | the ωB97M-V functional and the def2-TZVPD basis
O -0.80 1.46 -0.68
C -0.63 1.61 0.49
N 0.73 1.44 0.95
C 1.76 0.78 0.10
N 1.38 -0.61 -0.18
H -1.24 1.90 1.37
H 0.95 1.64 1.91
H 1.79 1.21 -0.95
H 2.75 0.75 0.54
H 0.46 -0.72 -0.61
H 1.44 -1.30 0.55
H -2.20 -3.68 -5.60
H -3.71 -3.23 -5.06
O -3.11 -3.45 -5.77
H 0.78 0.37 4.60
H -0.21 1.32 3.92
O -0.16 0.50 4.42
```

Atomic partial charges in e from the Mulliken method, atoms 1 to 2: number 1, O, carries -0.537; number 2, C, carries 0.145

Entry 2
The following is a quantum chemistry calculation of a 3-piece molecular cluster, C2H10N2O3 overall, from OMol25.

## Properties
SMILES	CNC(N)=O.O.O
charge	0
E_LUMO	0.664	eV
gap between HOMO and LUMO	10.434	eV

Structure (XYZ):
```
17
C2H10N2O3 | OMol25 | the ωB97M-V functional and the def2-TZVPD basis
C 0.81 1.61 -1.21
N 0.70 0.17 -0.93
C 0.95 -0.20 0.37
N 1.02 -1.53 0.60
O 1.14 0.67 1.22
H 0.07 2.07 -0.56
H 0.47 1.67 -2.24
H 1.80 2.04 -1.05
H 0.51 -0.53 -1.61
H 1.46 -1.99 -0.19
H 1.48 -1.98 1.37
H -0.74 0.19 1.71
H -1.88 1.07 1.36
O -1.66 0.13 1.43
H -1.79 -0.76 -0.47
H -2.86 -0.32 -1.28
O -2.09 -0.90 -1.39
```

Atomic partial charges in e from the Mulliken method, atoms 1 to 2: number 1, C, carries -0.782; number 2, N, carries -0.104

Which structure is the least stable? The one labeled entry 1.

Entry 1
The following is a quantum chemistry calculation of a 13-piece molecular cluster, C5H35NO14 overall, from OMol25.

## Properties
charge	0
E_LUMO	0.107	eV
gap between HOMO and LUMO	9.980	eV

Structure (XYZ):
```
55
C5H35NO14 | OMol25 | the ωB97M-V functional and the def2-TZVPD basis
O 2.83 -0.48 1.84
C 1.99 -0.85 1.02
N 0.69 -0.47 1.19
C -0.28 -0.58 0.06
C -0.23 0.72 -0.75
C 0.80 0.67 -1.89
O 0.27 -0.06 -2.98
C -1.68 -0.81 0.61
H 2.26 -1.51 0.26
H 0.42 0.15 1.99
H 0.02 -1.47 -0.60
H -0.01 1.55 -0.09
H -1.21 0.94 -1.18
H 1.14 1.69 -2.26
H 1.72 0.10 -1.63
H -0.53 0.48 -3.39
H -2.04 0.04 1.25
H -1.74 -1.66 1.25
H -2.41 -0.91 -0.15
H 2.07 -2.70 -1.49
H 1.80 -1.67 -2.69
O 2.50 -2.06 -2.08
H -1.83 1.97 -4.43
H -2.24 1.74 -2.99
O -1.92 1.29 -3.73
H 2.57 1.52 1.32
H 3.43 2.82 1.45
O 2.63 2.46 1.01
H -2.53 2.67 -0.79
H -3.92 2.51 -1.51
O -2.99 2.63 -1.69
H 0.05 -2.53 2.09
H 0.47 -3.59 1.07
O -0.15 -3.42 1.81
H 1.11 3.14 1.45
H 0.38 4.49 1.66
O 0.27 3.54 1.70
H 2.66 0.47 3.22
H 2.63 0.57 4.74
O 2.42 1.06 4.00
H -2.44 -1.23 -2.75
H -0.89 -1.23 -2.63
O -1.68 -1.81 -2.52
H 0.74 1.36 3.74
H -0.09 2.31 2.89
O -0.13 1.42 3.30
H 0.34 -3.91 -0.75
H 1.63 -4.62 -0.52
O 1.26 -3.80 -0.43
H -2.62 2.59 1.59
H -1.15 2.84 1.08
O -2.06 2.53 0.82
H -1.47 -3.22 -1.46
H -1.55 -3.70 -0.12
O -1.28 -3.97 -0.95
```

Atomic partial charges in e from the Mulliken method, atoms 1 to 2: number 1, O, carries -0.749; number 2, C, carries -0.603

Entry 2
The following is a quantum chemistry calculation of a 13-piece molecular cluster, C5H35NO14 overall, from OMol25.

## Properties
charge	0
E_LUMO	0.073	eV
gap between HOMO and LUMO	8.935	eV

Structure (XYZ):
```
55
C5H35NO14 | OMol25 | the ωB97M-V functional and the def2-TZVPD basis
O 1.22 0.27 -2.01
C 0.65 0.21 -0.89
O -0.44 1.07 -0.84
C 0.97 -0.59 0.30
C -0.13 -0.79 1.45
C -0.06 0.14 2.57
C -1.14 1.11 2.98
N 1.54 -1.89 -0.02
H -0.52 1.83 -1.51
H 1.89 0.04 0.79
H -1.17 -0.49 0.73
H -0.18 -1.77 1.79
H 0.42 -0.58 3.28
H 0.76 0.78 2.73
H -0.99 1.69 4.08
H -2.04 0.66 3.28
H -1.37 1.75 2.18
H 0.92 -2.51 -0.56
H 1.93 -2.45 0.69
H 0.11 1.97 -3.23
H 1.14 2.62 -2.37
O 0.27 2.84 -2.73
H -4.10 0.29 -1.58
H -2.96 -0.75 -1.73
O -3.20 0.06 -1.15
H -4.38 -3.97 0.10
H -3.06 -4.82 0.64
O -3.49 -4.00 0.31
H -0.92 -3.24 3.70
H -1.68 -2.58 5.00
O -0.94 -2.76 4.47
H -1.37 -0.56 -5.37
H -2.12 -0.07 -4.14
O -1.20 -0.47 -4.38
H -4.02 3.58 1.48
H -4.83 2.34 1.19
O -4.85 3.17 1.65
H -0.82 -3.10 -2.83
H -1.16 -1.78 -3.37
O -1.56 -2.64 -3.03
H 1.83 2.95 2.49
H 2.33 4.12 1.73
O 2.21 3.79 2.63
H 1.75 2.26 -0.79
H 3.13 2.80 -0.99
O 2.29 2.96 -0.55
H 3.85 1.14 2.44
H 3.11 2.24 1.48
O 3.25 1.39 1.83
H 1.91 -1.31 -2.85
H 2.32 -2.74 -3.29
O 1.65 -2.17 -2.94
H 3.78 -0.58 -1.21
H 5.20 -0.83 -1.65
O 4.30 -0.64 -2.00
```

Atomic partial charges in e from the Mulliken method, atoms 1 to 2: number 1, O, carries -0.609; number 2, C, carries 0.049

Which structure is the least stable? The one labeled entry 2.